Molecular formula: C10H11IO2S
Method: DFT, wB97M-V/def2-TZVPD

Atoms and positions in Å:
C: 1.107 -2.194 -1.298
C: 0.878 -2.544 0.145
C: 0.240 -1.283 -1.829
C: -0.168 -2.032 0.829
C: -0.844 -0.521 -1.118
C: -1.200 -1.144 0.238
C: 1.290 2.785 0.671
C: 0.493 1.914 1.579
C: 1.044 1.337 0.337
C: -2.383 -1.082 0.896
O: 0.439 1.421 -2.292
O: -1.176 2.133 -0.665
S: -0.188 1.207 -1.001
I: -3.885 0.088 0.198
H: 1.778 -2.690 -1.953
H: 1.660 -3.022 0.668
H: 0.356 -1.015 -2.823
H: -0.379 -2.540 1.783
H: -1.808 -0.301 -1.643
H: 0.581 3.525 0.134
H: 2.389 2.970 0.926
H: 0.792 1.752 2.644
H: -0.637 2.212 1.513
H: 1.884 0.644 0.167
H: -2.263 -1.621 1.895

Properties
Kohn-Sham gap (eV): 7.97
M (g/mol): 322.167
E_tot (eV): -33575.1437
SMILES string: O=S(=O)(C1CC1)[C@H]1C=CC=C/C1=C/I
ΔE to the lowest compared entry with this formula, charge and spin (kcal per mole): 20.9
LUMO energy (eV): -0.271

Here are the Mulliken charges for atoms 1 to 8, given in e: -0.461 -0.547 -0.987 -0.674 -0.104 0.473 -0.670 -0.446



Molecular formula: C17H37F3OPSZn
Method: DFT, wB97M-V/def2-TZVPD

Atoms and positions in Å:
C: 5.879 3.304 -0.849
O: 5.752 1.899 -0.708
C: 5.416 1.481 0.592
C: 5.640 -0.020 0.745
C: 5.335 -0.874 -0.507
C: 4.395 -2.040 -0.190
C: 2.937 -1.598 -0.371
C: 1.868 -2.372 0.403
C: 0.621 -2.709 -0.420
C: -0.151 -1.452 -0.887
C: -1.678 -1.620 -0.858
P: -2.512 -0.896 0.681
S: -2.772 -0.264 2.891
C: -1.971 0.978 0.422
C: -2.144 1.443 -1.016
C: -1.871 2.933 -1.164
F: -1.550 3.227 -2.420
F: -2.947 3.654 -0.838
F: -0.864 3.361 -0.387
C: -4.358 -0.809 -0.066
C: -5.360 -0.044 0.759
C: -5.194 1.466 0.883
C: -6.696 -0.323 -0.003
H: 5.270 3.838 -0.108
H: 5.538 3.580 -1.848
H: 6.927 3.607 -0.727
H: 4.352 1.728 0.810
H: 6.004 2.035 1.340
H: 6.677 -0.190 1.051
H: 5.004 -0.347 1.579
H: 4.864 -0.239 -1.268
H: 6.267 -1.233 -0.948
H: 4.549 -2.365 0.848
H: 4.601 -2.902 -0.834
H: 2.693 -1.603 -1.442
H: 2.903 -0.547 -0.041
H: 2.290 -3.295 0.820
H: 1.550 -1.767 1.268
H: -0.039 -3.355 0.174
H: 0.911 -3.293 -1.300
H: 0.172 -1.179 -1.898
H: 0.154 -0.608 -0.254
H: -1.925 -2.687 -0.775
H: -2.165 -1.257 -1.767
H: -2.847 -2.213 1.177
H: -1.293 -1.059 1.563
H: -3.137 -1.462 3.377
H: -2.512 1.596 1.136
H: -0.914 1.017 0.707
H: -1.463 0.922 -1.693
H: -3.165 1.311 -1.383
H: -4.601 -1.873 -0.085
H: -4.259 -0.472 -1.101
H: -5.503 -0.500 1.749
H: -4.451 1.775 1.616
H: -4.950 1.915 -0.088
H: -6.145 1.903 1.204
H: -6.805 -1.350 -0.358
H: -6.781 0.354 -0.858
H: -7.516 -0.135 0.696
Zn: 1.969 1.625 0.967

Properties
Kohn-Sham gap (eV): 3.36
M (g/mol): 442.907
E_tot (eV): -96958.5691
Charge: +1
LUMO energy (eV): -7.400

Here are the Mulliken charges for atoms 1 to 8, given in e: -0.769 -0.341 0.276 -0.670 -0.594 -1.233 0.978 -0.918



Molecular formula: C53H46F3IrN6O2PS5
Method: DFT, wB97M-V/def2-TZVPD

Atoms and positions in Å:
Ir: -1.416 -0.757 0.229
S: 1.122 -0.591 1.248
C: 0.791 0.999 1.874
N: 1.698 1.737 2.474
N: 2.845 1.203 2.677
C: 3.967 1.949 3.078
C: 5.141 1.264 3.360
C: 6.269 1.960 3.761
C: 6.231 3.342 3.883
C: 5.059 4.023 3.582
C: 3.924 3.334 3.183
N: -0.432 1.576 1.799
N: -1.362 1.088 1.174
C: -2.585 1.850 1.345
C: -2.705 2.764 2.398
C: -3.898 3.427 2.619
C: -4.993 3.195 1.796
C: -4.862 2.331 0.722
C: -3.661 1.673 0.488
H: 2.976 0.230 2.410
H: 5.168 0.183 3.252
H: 7.183 1.422 3.976
H: 7.111 3.885 4.203
H: 5.032 5.103 3.643
H: 3.007 3.850 2.929
H: -1.850 2.933 3.037
H: -3.981 4.120 3.447
H: -5.936 3.695 1.983
H: -5.699 2.147 0.061
H: -3.563 1.043 -0.382
F: -6.250 -1.594 -1.435
C: -5.840 -2.871 -1.474
F: -6.498 -3.452 -2.499
F: -6.279 -3.467 -0.349
C: -4.351 -3.002 -1.644
C: -3.840 -3.691 -2.725
C: -2.467 -3.769 -2.886
C: -1.663 -3.134 -1.968
N: -2.150 -2.456 -0.915
C: -3.471 -2.383 -0.741
S: -3.934 -1.436 0.617
H: -4.512 -4.136 -3.446
H: -2.025 -4.288 -3.724
H: -0.591 -3.151 -2.075
C: -3.108 4.332 -6.181
C: -2.476 3.497 -5.096
C: -1.946 4.083 -3.955
C: -1.385 3.323 -2.931
C: -0.845 4.006 -1.698
C: -1.363 1.932 -3.071
C: -1.852 1.319 -4.230
C: -1.785 -0.179 -4.411
C: -2.401 2.114 -5.228
C: -0.911 1.094 -1.913
O: 0.155 1.268 -1.351
O: -1.803 0.204 -1.525
H: -3.196 5.374 -5.873
H: -4.105 3.961 -6.424
H: -2.512 4.296 -7.096
H: -1.988 5.164 -3.848
H: -0.915 5.090 -1.797
H: 0.196 3.735 -1.524
H: -1.400 3.700 -0.805
H: -2.583 -0.670 -3.850
H: -0.836 -0.580 -4.047
H: -1.895 -0.439 -5.465
H: -2.797 1.639 -6.121
N: -1.428 -1.767 2.057
S: -0.436 -2.652 2.958
C: -1.577 -3.441 4.100
C: -1.242 -4.705 4.561
C: -2.115 -5.371 5.409
C: -3.311 -4.778 5.783
C: -3.635 -3.508 5.316
C: -2.766 -2.830 4.475
C: 0.317 -1.550 4.172
C: 1.534 -1.944 4.709
C: 2.162 -1.119 5.631
C: 1.571 0.085 5.998
C: 0.351 0.463 5.448
C: -0.286 -0.360 4.531
H: -2.385 -2.072 2.177
H: -0.309 -5.164 4.253
H: -1.864 -6.361 5.771
H: -4.000 -5.305 6.430
H: -4.570 -3.041 5.599
H: -3.027 -1.841 4.120
H: 1.981 -2.886 4.404
H: 3.118 -1.406 6.051
H: 2.069 0.734 6.707
H: -0.103 1.405 5.730
H: -1.230 -0.071 4.079
S: 3.079 0.580 -0.161
P: 2.723 -0.713 -1.672
S: 1.198 -1.937 -1.410
C: 2.609 0.118 -3.287
C: 2.060 1.393 -3.400
C: 1.921 1.976 -4.654
C: 2.358 1.305 -5.786
C: 2.923 0.039 -5.673
C: 3.037 -0.562 -4.427
C: 4.257 -1.706 -1.847
C: 5.446 -1.034 -2.144
C: 6.636 -1.735 -2.250
C: 6.650 -3.112 -2.053
C: 5.473 -3.781 -1.755
C: 4.275 -3.079 -1.650
H: 1.726 1.906 -2.506
H: 1.466 2.956 -4.741
H: 2.261 1.766 -6.762
H: 3.273 -0.483 -6.555
H: 3.460 -1.555 -4.337
H: 5.428 0.041 -2.292
H: 7.554 -1.210 -2.488
H: 7.582 -3.660 -2.134
H: 5.481 -4.855 -1.608
H: 3.347 -3.590 -1.425

Properties
Kohn-Sham gap (spin up / spin down) (eV): 6.05 / 5.91
M (g/mol): 1239.511
E_tot (eV): -143199.7442
Multiplicity: 2
ΔE to the lowest compared entry with this formula, charge and spin (kcal per mole): 34.5
LUMO energy (spin up / spin down) (eV): -0.799 / -1.147

Here are the Mulliken charges for atoms 1 to 8, given in e: 1.078 -1.011 0.334 -0.863 1.223 0.058 -0.191 -0.689



Molecular formula: C10H24O8V
Method: DFT, wB97M-V/def2-TZVPD

Atoms and positions in Å:
O: 30.052 29.457 -24.355
V: 30.959 28.109 -24.285
O: 30.905 27.537 -22.798
C: 34.147 26.636 -27.596
O: 34.710 26.260 -28.655
O: 33.892 25.902 -26.607
O: 33.651 27.775 -27.618
C: 32.801 26.320 -16.064
C: 33.539 26.821 -14.834
C: 32.610 27.734 -13.995
O: 33.832 25.701 -14.111
H: 32.471 27.027 -16.825
H: 31.954 25.636 -16.000
H: 33.566 25.792 -16.634
H: 34.489 27.293 -15.083
H: 32.782 27.811 -12.921
H: 31.635 27.305 -14.229
H: 32.455 28.727 -14.417
H: 34.583 25.231 -14.480
C: 32.944 32.048 -20.494
C: 34.281 32.040 -21.178
C: 35.443 31.776 -20.240
O: 34.305 30.978 -22.067
H: 33.015 32.571 -19.541
H: 32.522 31.058 -20.317
H: 32.287 32.764 -20.987
H: 34.486 33.008 -21.635
H: 35.499 32.524 -19.449
H: 36.346 31.726 -20.848
H: 35.455 30.890 -19.606
H: 35.098 31.100 -22.594
C: 25.218 26.175 -26.081
C: 26.081 25.146 -25.412
C: 25.778 23.685 -25.529
O: 27.369 25.431 -25.979
H: 25.506 26.399 -27.109
H: 25.285 27.096 -25.501
H: 24.164 25.909 -25.997
H: 26.190 25.345 -24.346
H: 26.248 23.127 -24.720
H: 25.847 23.356 -26.566
H: 24.715 23.601 -25.303
H: 27.597 24.608 -26.418

Properties
Kohn-Sham gap (eV): 3.02
M (g/mol): 323.238
E_tot (eV): -52821.0393
Charge: -1
ΔE to the lowest compared entry with this formula, charge and spin (kcal per mole): 210.3
LUMO energy (eV): -0.110

Here are the Mulliken charges for atoms 1 to 8, given in e: -0.793 1.498 -0.769 0.784 -0.593 -0.585 -0.537 -1.310



Molecular formula: CH4N2OS
Method: DFT, wB97M-V/def2-TZVPD

Atoms and positions in Å:
C: 0.349 0.299 -0.829
H: -1.165 -1.109 -1.507
H: -1.043 -0.674 0.121
H: 0.847 1.384 1.036
H: 0.020 -1.069 1.906
N: -0.293 -0.804 -0.792
N: 0.737 0.497 0.581
O: -0.301 0.070 1.470
S: 0.849 1.406 -1.985

Properties
Kohn-Sham gap (eV): 8.42
M (g/mol): 92.123
E_tot (eV): -16960.2583
ΔE to the lowest compared entry with this formula, charge and spin (kcal per mole): 113.7
LUMO energy (eV): -0.080

Here are the Mulliken charges for atoms 1 to 8, given in e: 0.132 0.336 0.419 0.275 0.386 -0.515 -0.111 -0.590



Molecular formula: C44H54F5IrN3O2SSe3
Method: DFT, wB97M-V/def2-TZVPD

Atoms and positions in Å:
Ir: -1.793 -1.378 -0.111
C: 1.622 2.882 -4.166
C: 1.666 1.425 -4.592
C: 0.599 1.174 -5.702
C: 3.091 1.073 -5.129
C: 1.307 0.457 -3.492
C: 0.707 0.875 -2.306
C: 0.299 -0.130 -1.385
N: -0.397 0.052 -0.158
C: -0.060 1.125 0.699
C: 0.973 2.024 0.361
C: 0.994 3.323 0.903
C: 0.072 3.628 1.934
C: -0.695 2.611 2.576
C: -0.697 1.307 1.994
O: -1.341 0.240 2.558
C: -1.245 2.892 3.936
C: -2.737 2.369 4.131
C: -0.410 2.274 5.087
C: -1.367 4.406 4.232
C: 2.018 4.398 0.525
C: 2.031 5.551 1.540
C: 1.727 4.987 -0.875
C: 3.445 3.722 0.435
C: 0.405 -1.486 -1.720
O: -0.200 -2.365 -0.858
C: 1.009 -1.911 -2.925
C: 1.412 -0.921 -3.776
C: 1.140 -3.360 -3.230
C: 2.190 -3.567 -4.337
C: -0.249 -3.927 -3.670
C: 1.595 -4.295 -2.076
H: 1.955 3.542 -4.983
H: 2.299 3.106 -3.335
H: 0.625 3.233 -3.920
H: 0.641 1.853 -6.541
H: -0.381 1.327 -5.214
H: 0.622 0.145 -6.051
H: 3.434 1.943 -5.706
H: 3.088 0.203 -5.760
H: 3.804 0.875 -4.299
H: 0.520 1.905 -2.018
H: 1.801 1.678 -0.267
H: -0.016 4.652 2.290
H: -2.788 1.321 4.304
H: -3.323 2.571 3.262
H: -3.173 2.929 4.960
H: -0.502 1.199 5.191
H: -0.786 2.717 6.031
H: 0.663 2.542 5.038
H: -1.949 4.965 3.477
H: -0.373 4.852 4.287
H: -1.872 4.518 5.197
H: 1.091 6.101 1.536
H: 2.804 6.274 1.291
H: 2.144 5.159 2.558
H: 0.702 5.450 -0.898
H: 1.728 4.213 -1.663
H: 2.457 5.762 -1.157
H: 3.724 3.141 1.323
H: 4.149 4.539 0.285
H: 3.468 3.124 -0.476
H: 1.824 -1.215 -4.756
H: 1.952 -3.110 -5.267
H: 2.399 -4.668 -4.429
H: 3.149 -3.153 -3.970
H: -0.675 -3.396 -4.505
H: -0.965 -3.900 -2.790
H: -0.107 -4.981 -3.963
H: 2.598 -4.033 -1.666
H: 1.695 -5.327 -2.431
H: 0.920 -4.211 -1.220
C: 4.162 -2.664 0.913
Se: 2.868 -1.353 1.520
C: 3.427 -1.100 3.398
C: 2.836 -2.170 4.316
Se: 1.780 -3.371 3.109
C: -0.599 -0.629 3.454
H: 4.825 -2.128 0.221
H: 3.604 -3.474 0.387
H: 4.777 -3.044 1.730
H: 3.062 -0.094 3.690
H: 4.505 -1.099 3.394
H: 2.213 -1.749 5.112
H: 3.609 -2.827 4.732
H: -1.114 -0.707 4.427
H: -0.623 -1.592 2.964
H: 0.443 -0.359 3.673
Se: -4.345 0.011 1.577
N: -3.396 -0.251 0.032
C: -4.217 -0.057 -1.072
C: -3.818 -0.070 -2.466
C: -4.851 0.094 -3.372
C: -6.212 0.209 -3.002
C: -6.559 0.435 -1.671
C: -5.552 0.270 -0.672
N: -5.732 0.359 0.628
H: -2.780 -0.165 -2.768
H: -4.659 0.145 -4.451
H: -6.978 0.117 -3.784
H: -7.581 0.557 -1.332
F: -2.080 -6.489 4.915
C: -2.271 -5.758 3.815
C: -1.693 -6.188 2.637
F: -1.043 -7.388 2.621
C: -1.786 -5.457 1.470
F: -1.118 -5.875 0.382
C: -2.578 -4.262 1.430
S: -2.880 -3.463 -0.053
C: -3.240 -3.944 2.623
F: -4.132 -2.934 2.636
C: -2.990 -4.602 3.811
F: -3.741 -4.235 4.878

Properties
Kohn-Sham gap (spin up / spin down) (eV): 6.46 / 3.78
M (g/mol): 1213.089
E_tot (eV): -278348.9835
Charge: +2
Multiplicity: 6
ΔE to the lowest compared entry with this formula, charge and spin (kcal per mole): 37.6
LUMO energy (spin up / spin down) (eV): -6.111 / -8.723

Here are the Mulliken charges for atoms 1 to 8, given in e: 1.683 -1.933 1.619 -1.549 -1.641 -0.177 -0.016 -1.199



Molecular formula: C3H6O3
Method: DFT, wB97M-V/def2-TZVPD

Atoms and positions in Å:
O: -0.690 -1.426 -0.920
C: 0.435 -0.618 -0.954
C: 0.867 -0.108 0.375
O: -0.296 1.938 0.074
C: -0.862 1.088 0.798
O: -1.905 0.438 0.706
H: -1.421 -0.882 -0.561
H: 0.392 0.191 -1.690
H: 1.299 -1.263 -1.218
H: 1.683 0.604 0.440
H: 0.734 -0.804 1.200
H: -0.236 0.843 1.749

Properties
Kohn-Sham gap (spin up / spin down) (eV): 7.81 / 7.81
M (g/mol): 90.078
E_tot (eV): -9346.7417
ΔE to the lowest compared entry with this formula, charge and spin (kcal per mole): 105.5
LUMO energy (spin up / spin down) (eV): -2.240 / -2.241

Here are the Mulliken charges for atoms 1 to 8, given in e: -0.508 -0.313 -0.518 -0.541 0.408 -0.642 0.421 0.337



Molecular formula: C5H16N2O
Method: DFT, wB97M-V/def2-TZVPD

Atoms and positions in Å:
C: -2.359 -0.092 -0.866
O: -3.717 0.340 -0.885
C: -1.738 0.270 -2.201
N: -0.359 -0.234 -2.289
H: -1.822 0.435 -0.068
H: -2.272 -1.166 -0.707
H: -4.252 -0.268 -0.372
H: -2.319 -0.214 -2.983
H: -1.825 1.345 -2.355
H: 0.274 0.404 -1.818
H: -0.079 -0.223 -3.262
C: 2.240 -0.332 2.886
N: 2.209 0.285 1.567
C: 2.913 -0.536 0.598
C: 0.841 0.515 1.133
H: 3.278 -0.442 3.200
H: 1.760 -1.323 2.920
H: 1.775 0.345 3.601
H: 2.854 -0.074 -0.386
H: 3.965 -0.611 0.870
H: 2.498 -1.550 0.523
H: 0.840 1.140 0.239
H: 0.284 1.021 1.919
H: 0.316 -0.413 0.849

Properties
Kohn-Sham gap (eV): 9.51
M (g/mol): 120.196
E_tot (eV): -10471.2309
SMILES string: CN(C)C.NCCO
ΔE to the lowest compared entry with this formula, charge and spin (kcal per mole): 29.8
LUMO energy (eV): 0.898

Here are the Mulliken charges for atoms 1 to 8, given in e: -0.191 -0.533 -0.425 -0.548 0.055 0.316 0.312 0.372